{"formula": "C25H28Cl5O2Rh", "method": "ωB97M-V/def2-TZVPD", "s2": 6.03, "gap_ev": [6.1, 6.2], "e_homo_ha": [-0.20585, -0.29615], "spin_multiplicity": 5, "e_above_lowest_ev": 0.244, "species": ["O", "C", "C", "H", "H", "C", "H", "H", "C", "H", "H", "H", "C", "H", "H", "H", "Rh", "C", "C", "C", "H", "C", "C", "H", "H", "H", "H", "C", "C", "C", "H", "C", "C", "H", "H", "H", "H", "O", "C", "C", "H", "H", "C", "H", "H", "C", "H", "H", "H", "H", "Cl", "C", "C", "C", "Cl", "C", "Cl", "C", "Cl", "C", "Cl"], "coordinates": [[0.31, -0.51, -4.18], [-0.35, 0.68, -4.87], [-0.44, -0.02, -6.21], [0.33, 1.55, -4.88], [-1.34, 0.86, -4.42], [0.16, -1.24, -5.47], [0.22, 0.40, -6.98], [-1.47, -0.14, -6.56], [1.51, -1.66, -6.03], [2.27, -0.92, -5.75], [1.49, -1.74, -7.12], [1.79, -2.64, -5.63], [-0.83, -2.39, -5.32], [-1.64, -2.12, -4.63], [-0.30, -3.26, -4.92], [-1.27, -2.66, -6.30], [1.10, -1.21, -2.20], [-3.52, -0.46, 0.26], [-2.76, 0.74, 0.13], [-2.27, 0.82, -1.19], [-2.59, 1.47, 0.93], [-2.62, -0.39, -1.87], [-3.45, -1.15, -0.99], [-3.96, -2.08, -1.24], [-4.06, -0.78, 1.15], [-1.76, 1.67, -1.63], [-2.33, -0.67, -2.88], [1.86, -2.26, -0.67], [0.58, -2.79, -1.05], [0.67, -3.19, -2.43], [-0.30, -2.87, -0.43], [1.99, -2.90, -2.88], [2.73, -2.31, -1.81], [3.75, -1.96, -1.82], [2.14, -2.00, 0.34], [-0.08, -3.70, -3.02], [2.43, -3.17, -3.85], [2.21, 3.91, -5.15], [2.25, 3.16, -3.90], [0.94, 3.47, -3.14], [3.09, 3.51, -3.26], [2.41, 2.10, -4.14], [0.59, 4.91, -3.61], [1.04, 3.42, -2.06], [0.15, 2.76, -3.43], [1.44, 5.11, -4.89], [0.93, 5.57, -2.80], [-0.47, 5.07, -3.82], [2.10, 5.98, -4.72], [0.86, 5.37, -5.79], [-0.35, -0.97, 1.39], [0.61, 0.35, 0.85], [1.35, 0.31, -0.32], [2.31, 1.26, -0.55], [3.44, 1.01, -1.84], [2.44, 2.41, 0.28], [3.56, 3.66, -0.08], [1.64, 2.50, 1.45], [1.92, 3.74, 2.58], [0.67, 1.50, 1.69], [-0.43, 1.70, 2.98]]}